Density functional theory data (ωB97M-V/def2-TZVPD) for a molecular structure, C13H34FFeO5.

Atoms and positions in Å:
Fe -0.186 0.451 0.434
F -1.720 1.610 0.838
O -1.515 0.013 -1.371
O 0.886 0.927 2.102
O 0.598 1.958 -0.785
O -1.252 -1.244 1.176
O 1.144 -0.881 -0.427
C 2.170 -1.755 -0.847
C -1.446 -0.865 -2.475
C 2.451 2.017 -2.247
C -1.895 -1.297 2.441
C -2.448 -1.959 -2.158
C -1.201 -2.404 3.322
C -1.760 -0.278 -3.863
C -3.370 -1.567 2.227
C 1.090 2.628 3.782
C 1.803 -2.685 -2.011
C 1.974 2.289 -0.808
C 1.724 1.461 3.052
C 2.041 3.806 -0.385
H -1.386 -3.377 2.866
H 3.117 -1.259 -1.062
H 0.845 3.469 3.134
H -3.497 -1.702 -2.005
H 3.069 4.112 -0.582
H -0.514 -1.425 -2.552
H -2.069 -2.410 -1.241
H 1.732 4.067 0.628
H -1.824 -0.340 2.958
H 0.167 2.328 4.277
H -3.804 -0.668 1.790
H 2.522 -3.503 -2.041
H -2.377 -2.709 -2.946
H -3.878 -1.896 3.134
H -1.685 -1.065 -4.613
H 1.759 2.988 4.563
H 2.141 2.734 -3.007
H 2.656 1.785 2.589
H -1.625 -2.341 4.324
H 1.819 -2.226 -3.000
H 2.095 1.072 -2.657
H 1.470 4.479 -1.024
H 1.915 0.682 3.791
H 2.554 1.689 -0.107
H -1.132 0.539 -4.219
H 0.170 2.608 -1.347
H -2.798 0.055 -3.877
H 2.346 -2.442 -0.019
H 0.867 -3.185 -1.763
H 3.534 2.039 -2.368
H -2.381 0.425 -1.385
H -1.228 -2.181 0.967
H -0.127 -2.218 3.307
H -3.541 -2.351 1.489

Results
Energy above the lowest of the compared OMol25 structures with the same formula, charge and spin: 0.0 kJ/mol
Spin multiplicity: 6
F_max: 0.0633 hartree/bohr
Calculated total energy: -2255.43611 a.u.
Kohn-Sham gap (alpha / beta): 9.0 / 7.5 eV